Molecular formula: C28H42AsCaF6O21
Method: DFT, ωB97M-V/def2-TZVPD

```
99
Properties=species:S:1:pos:R:3:lowdin_charge:R:1
Ca -26.12 18.95 2.39 1.9959
As -21.76 23.17 -1.26 0.8960
F -21.49 21.58 -2.05 -0.3205
F -20.32 22.79 -0.23 -0.3100
F -22.05 24.67 -0.34 -0.2871
F -23.14 23.39 -2.41 -0.3168
F -22.85 22.32 -0.09 -0.3637
F -20.72 23.99 -2.48 -0.2941
C -31.13 28.59 -0.23 -0.0256
C -30.85 27.78 0.97 -0.3783
C -32.02 26.93 1.43 -0.0604
O -31.40 25.70 1.82 0.0946
C -30.24 25.63 1.22 -0.5554
O -29.45 24.68 1.26 0.0923
O -29.93 26.81 0.68 0.0999
H -30.22 29.05 -0.63 0.0966
H -31.73 29.47 -0.03 0.0959
H -31.65 28.08 -1.04 0.0951
H -30.38 28.38 1.74 0.1656
H -32.75 26.81 0.63 0.1382
H -32.50 27.35 2.31 0.1417
C -27.97 27.02 -6.48 -0.0133
C -27.28 28.39 -6.80 -0.2927
C -28.22 29.53 -6.97 -0.1495
O -27.54 30.61 -6.40 0.0761
C -26.57 30.12 -5.56 -0.5102
O -25.85 30.82 -4.84 0.1142
O -26.47 28.81 -5.69 0.0983
H -27.28 26.25 -6.14 0.0790
H -28.50 26.54 -7.31 0.0817
H -28.67 27.06 -5.65 0.0790
H -26.59 28.30 -7.64 0.1567
H -29.15 29.34 -6.44 0.1362
H -28.41 29.55 -8.04 0.1446
C -14.19 22.08 -4.53 -0.0104
C -13.74 21.09 -5.59 -0.3374
C -13.08 21.69 -6.79 -0.1179
O -11.87 21.02 -6.90 0.0932
C -11.79 20.08 -5.97 -0.5758
O -10.81 19.33 -5.94 0.1169
O -12.84 20.09 -5.19 0.1282
H -14.87 21.58 -3.83 0.0823
H -14.86 22.83 -4.95 0.0924
H -13.36 22.55 -4.01 0.0951
H -14.61 20.53 -5.94 0.1519
H -12.81 22.73 -6.59 0.1391
H -13.67 21.61 -7.70 0.1425
C -15.52 16.90 0.54 -0.0221
C -16.00 16.88 2.00 -0.2848
C -15.74 18.14 2.82 -0.0905
O -17.03 18.59 3.17 0.0739
C -18.01 17.81 2.64 -0.5680
O -19.19 17.99 2.73 0.1231
O -17.43 16.83 1.98 0.0892
H -15.65 16.00 -0.07 0.0817
H -14.45 17.00 0.37 0.0833
H -15.89 17.75 -0.04 0.0923
H -15.61 16.03 2.56 0.1482
H -15.09 18.85 2.31 0.1429
H -15.29 17.66 3.68 0.1309
C -23.08 20.87 -8.82 -0.0251
C -22.43 22.09 -9.43 -0.3457
C -21.04 22.38 -8.94 -0.0858
O -20.22 22.54 -10.12 0.0977
C -21.00 22.35 -11.18 -0.5285
O -20.63 22.48 -12.34 0.1268
O -22.30 22.04 -10.84 0.0780
H -23.28 21.06 -7.77 0.0882
H -22.54 19.92 -8.87 0.0914
H -24.06 20.72 -9.28 0.0840
H -23.00 23.01 -9.26 0.1518
H -20.65 21.63 -8.25 0.1327
H -21.06 23.28 -8.32 0.1346
C -18.09 31.58 -2.12 -0.0187
C -18.12 30.40 -3.10 -0.3211
C -18.47 30.68 -4.55 -0.0744
O -17.39 30.10 -5.25 0.1101
C -16.47 29.69 -4.45 -0.6266
O -15.44 29.18 -4.81 0.1496
O -16.83 29.87 -3.19 0.1025
H -17.91 31.24 -1.10 0.0808
H -18.99 32.19 -2.07 0.0811
H -17.30 32.31 -2.31 0.0872
H -18.72 29.61 -2.65 0.1525
H -18.57 31.75 -4.76 0.1394
H -19.40 30.13 -4.68 0.1376
C -23.54 30.69 4.15 -0.0152
C -22.43 30.32 5.19 -0.3344
C -21.28 29.48 4.60 -0.0341
O -20.11 30.25 5.08 0.0824
C -20.46 31.32 5.74 -0.5091
O -19.67 32.16 6.22 0.1074
O -21.86 31.51 5.71 0.0638
H -23.05 31.02 3.24 0.0810
H -24.20 31.46 4.56 0.0819
H -24.14 29.85 3.82 0.0777
H -22.80 29.62 5.95 0.1388
H -21.31 29.54 3.51 0.1283
H -21.27 28.46 4.99 0.1315
```

Summary:
- frontier orbital gap (hartree) = 0.04082
- energy above the lowest of the compared OMol25 structures with the same formula, charge and spin (kcal/mol) = 400.3
- net charge = +1

***

Molecular formula: C2H3F2N
Method: DFT, ωB97M-V/def2-TZVPD

```
8
Properties=species:S:1:pos:R:3:nbo_charge:R:1
C -0.15 0.69 0.23 0.4521
C -0.24 -0.74 0.04 0.2486
N 0.69 0.04 -0.68 -0.6460
F -0.99 1.65 -0.13 -0.3205
F 0.30 -1.62 0.82 -0.3128
H 0.85 1.11 1.66 0.0169
H -1.22 -1.11 -0.26 0.1616
H 0.76 -0.02 -1.66 0.4002
```

Summary:
- frontier orbital gap (hartree) = 0.37560
- energy above the lowest of the compared OMol25 structures with the same formula, charge and spin (kcal/mol) = 82.5

***

Molecular formula: C30H28NO7S2
Method: DFT, ωB97M-V/def2-TZVPD

```
68
Properties=species:S:1:pos:R:3:nbo_charge:R:1
C -6.73 -0.26 -3.02 -0.2504
O -6.31 -0.57 -1.72 -0.4945
C -4.93 -0.74 -1.58 0.3240
C -4.42 -0.86 -0.28 -0.2547
C -3.08 -1.03 -0.06 -0.1433
C -2.18 -1.09 -1.12 -0.1411
C -0.74 -1.23 -0.86 -0.0361
C 0.22 -0.45 -1.33 -0.6176
S 1.89 -0.85 -0.86 2.0838
C 2.09 -2.47 -1.62 -0.3251
C 1.96 -3.60 -0.85 -0.1970
C 2.14 -4.84 -1.42 -0.2005
C 2.44 -4.94 -2.76 -0.1945
C 2.57 -3.80 -3.53 -0.2311
C 2.39 -2.56 -2.96 -0.1188
O 2.89 0.04 -1.56 -0.9059
O 1.90 -1.05 0.64 -0.8778
S -0.21 0.94 -2.38 2.0621
C 1.07 2.14 -2.06 -0.2108
C 1.86 2.59 -3.08 -0.1980
C 2.85 3.51 -2.82 -0.2190
C 3.03 3.98 -1.54 -0.1878
C 2.23 3.52 -0.51 -0.1842
C 1.24 2.60 -0.78 -0.2043
O -0.15 0.41 -3.80 -0.9257
O -1.46 1.62 -1.84 -0.8848
C -2.69 -0.96 -2.41 -0.0931
C -4.03 -0.78 -2.64 -0.3299
H -7.80 -0.03 -3.00 0.1943
H -6.19 0.61 -3.38 0.1812
H -6.56 -1.12 -3.68 0.1695
H -5.11 -0.80 0.54 0.2286
H -2.70 -1.09 0.95 0.2322
H -0.44 -2.04 -0.20 0.2369
H 1.75 -3.50 0.20 0.2494
H 2.05 -5.73 -0.82 0.2158
H 2.58 -5.91 -3.21 0.2115
H 2.83 -3.88 -4.57 0.2153
H 2.51 -1.66 -3.54 0.2347
H 1.70 2.21 -4.08 0.2313
H 3.47 3.86 -3.63 0.2095
H 3.81 4.70 -1.34 0.2108
H 2.39 3.87 0.49 0.2349
H 0.61 2.23 0.02 0.2547
H -1.99 -0.93 -3.24 0.2244
H -4.37 -0.67 -3.65 0.2160
C 4.57 -1.18 4.06 -0.6203
C 3.54 -0.11 3.76 -0.0800
O 2.28 -0.41 4.29 -0.5383
C 1.45 0.68 4.13 0.7239
C 0.04 0.43 4.25 -0.5433
C -0.94 1.38 3.99 0.0302
C -0.64 2.74 3.76 -0.3262
C -1.65 3.62 3.51 0.0247
N -2.94 3.29 3.42 -0.5346
C -3.22 2.00 3.60 0.0199
C -2.30 1.04 3.89 -0.3275
O 1.88 1.79 3.85 -0.7296
H 5.48 -1.04 3.48 0.2009
H 4.84 -1.18 5.11 0.1955
H 4.17 -2.17 3.83 0.2013
H 3.84 0.86 4.16 0.1917
H 3.38 0.02 2.68 0.1786
H -0.25 -0.57 4.50 0.1816
H 0.38 3.07 3.79 0.2487
H -1.42 4.66 3.35 0.1617
H -4.26 1.73 3.51 0.1590
H -2.59 0.00 3.99 0.1873
```

Summary:
- frontier orbital gap (hartree) = 0.16756
- energy above the lowest of the compared OMol25 structures with the same formula, charge and spin (kcal/mol) = 18.6
- net charge = -1

***

Molecular formula: C29H26N8OOsS
Method: DFT, ωB97M-V/def2-TZVPD

```
66
Properties=species:S:1:pos:R:3:nbo_charge:R:1
Os -0.27 -0.55 0.48 1.3611
C -1.47 -4.76 0.90 0.0507
C -1.21 -3.43 1.22 0.0647
N -0.74 -2.59 0.29 -0.4950
C -0.53 -3.07 -0.97 0.1236
C -0.81 -4.40 -1.24 0.0628
N -1.27 -5.24 -0.32 -0.2430
C -0.02 -2.10 -1.96 0.2696
C 0.26 -2.34 -3.28 -0.2260
C 0.74 -1.30 -4.12 0.2643
C 0.90 -0.02 -3.51 -0.2241
C 0.60 0.17 -2.19 0.2559
N 0.14 -0.86 -1.44 -0.5817
C 0.71 1.43 -1.43 0.1354
C 1.15 2.63 -1.96 0.0634
N 1.22 3.74 -1.25 -0.2449
C 0.86 3.69 0.03 0.0414
C 0.42 2.50 0.61 0.0570
N 0.35 1.37 -0.11 -0.5082
C 1.05 -1.52 -5.52 -0.1521
C 1.56 -0.50 -6.33 -0.1679
C 1.84 -0.77 -7.66 0.0552
N 1.65 -1.96 -8.21 -0.2810
C 1.17 -2.94 -7.45 0.0557
C 0.86 -2.78 -6.11 -0.1659
H -1.84 -5.45 1.65 0.2616
H -1.38 -3.05 2.21 0.2380
H -0.65 -4.81 -2.23 0.2443
H 0.12 -3.33 -3.68 0.2576
H 1.25 0.81 -4.10 0.2560
H 1.45 2.71 -3.00 0.2458
H 0.92 4.60 0.61 0.2543
H 0.12 2.45 1.64 0.2120
H 1.74 0.50 -5.97 0.2147
H 2.23 0.01 -8.31 0.2373
H 1.04 -3.90 -7.94 0.2379
H 0.48 -3.63 -5.58 0.2162
C -3.38 4.13 6.34 -0.6141
C -3.08 2.76 5.74 -0.4056
C -2.02 2.88 4.65 -0.2214
N -1.80 1.58 3.97 -0.5017
C -0.70 0.91 3.75 0.4085
S -0.82 -0.56 2.74 -0.1665
N 0.49 1.19 4.30 -0.6518
C 0.96 2.14 5.29 0.6731
O 1.86 2.86 4.99 -0.4137
C 0.41 2.12 6.69 -0.2576
C 0.79 3.19 7.53 0.1075
C 0.41 3.23 8.91 -0.0739
C -0.28 2.18 9.47 -0.1915
C -0.63 1.10 8.65 0.0382
C -0.28 1.07 7.24 -0.0081
H -4.11 4.05 7.15 0.2585
H -3.80 4.81 5.59 0.2397
H -2.48 4.60 6.75 0.2013
H -3.99 2.33 5.32 0.2347
H -2.73 2.07 6.52 0.1920
H -1.08 3.24 5.05 0.1992
H -2.33 3.58 3.88 0.2458
H -2.63 1.18 3.55 0.4454
H 1.28 0.71 3.87 0.4558
H 1.40 3.99 7.13 0.2751
H 0.69 4.09 9.50 0.2855
H -0.55 2.18 10.52 0.2935
H -1.20 0.27 9.05 0.2680
H -0.54 0.19 6.67 0.2377
```

Summary:
- frontier orbital gap (spin up / spin down) (hartree) = 0.21537 / 0.11812
- <S²> = 6.053
- multiplicity = 5
- net charge = +4

***

Molecular formula: C8H14O
Method: DFT, ωB97M-V/def2-TZVPD

```
23
Properties=species:S:1:pos:R:3:nbo_charge:R:1
C 0.59 -2.49 -0.20 -0.6401
C 0.12 -0.99 -0.45 -0.0408
C 1.17 0.05 -0.49 0.2728
C 2.65 0.10 0.08 -0.6843
C -0.07 1.95 0.08 -0.0766
C -1.60 1.76 -0.11 -0.4597
C -1.95 0.39 0.39 -0.4143
C -1.42 -0.74 -0.41 -0.4182
H 0.64 -3.44 -0.90 0.2430
H -0.02 -2.70 0.62 0.1976
H 1.73 -2.42 0.46 0.1913
H 3.06 -0.93 0.87 0.2455
H 3.54 -0.01 -1.00 0.2329
H 2.76 1.11 0.63 0.2369
H 0.27 1.50 1.17 0.1935
H 0.24 3.14 0.23 0.1890
H -1.99 2.17 -0.97 0.2289
H -1.69 2.61 0.61 0.2121
H -3.11 0.17 0.42 0.2187
H -1.56 0.10 1.48 0.2124
H -1.87 -1.59 0.25 0.2176
H -2.01 -1.00 -1.61 0.2081
O 0.52 1.24 -1.12 -0.5665
```

Summary:
- frontier orbital gap (hartree) = 0.32718
- energy above the lowest of the compared OMol25 structures with the same formula, charge and spin (kcal/mol) = 175.2

***

Molecular formula: C7H12FN
Method: DFT, ωB97M-V/def2-TZVPD

```
21
Properties=species:S:1:pos:R:3:nbo_charge:R:1
C 1.56 -1.37 1.21 -0.4817
C -2.07 0.27 0.45 -0.2072
C 1.54 -0.51 0.20 0.0259
C -0.85 -0.06 -0.04 0.4366
C -3.33 -0.28 -0.06 -0.6473
C 2.57 -0.52 -0.95 -0.6600
C 0.57 1.93 -0.06 -0.3962
N 0.40 0.49 0.26 -0.2722
F -0.80 -1.39 -0.50 -0.3550
H 0.69 -1.51 1.86 0.1897
H 2.50 -2.06 1.43 0.2060
H -2.11 1.11 1.14 0.2024
H -3.77 0.49 -0.78 0.2238
H -4.05 -0.41 0.78 0.2261
H -3.03 -1.18 -0.47 0.2343
H 3.14 -1.53 -1.16 0.2287
H 3.35 0.16 -0.96 0.2077
H 2.06 -0.48 -1.90 0.2086
H -0.46 2.40 0.05 0.2082
H 1.19 2.39 0.59 0.2080
H 0.92 2.06 -1.07 0.2137
```

Summary:
- frontier orbital gap (spin up / spin down) (hartree) = 0.16078 / 0.22277
- <S²> = 2.018
- multiplicity = 3
- energy above the lowest of the compared OMol25 structures with the same formula, charge and spin (kcal/mol) = 43.8

***

Molecular formula: C2H4BrO3P
Method: DFT, ωB97M-V/def2-TZVPD

```
11
Properties=species:S:1:pos:R:3:nbo_charge:R:1
C 0.98 0.63 0.17 0.1568
C -0.99 0.36 -1.12 0.2164
O 0.09 1.88 -3.91 -1.0483
O -0.30 0.21 0.24 -0.4878
O -0.13 0.14 -2.14 -0.8404
P 0.96 1.20 -2.95 1.4824
Br 0.83 2.81 -0.86 -0.2769
H 1.45 0.70 1.14 0.2128
H 1.61 0.28 -0.65 0.1915
H -1.78 -0.35 -1.30 0.2000
H -1.40 1.49 -0.98 0.1936
```

Summary:
- frontier orbital gap (hartree) = 0.32503
- energy above the lowest of the compared OMol25 structures with the same formula, charge and spin (kcal/mol) = 0.0

***

Molecular formula: C4H10N2O
Method: DFT, ωB97M-V/def2-TZVPD

```
17
Properties=species:S:1:pos:R:3:nbo_charge:R:1
C 0.86 0.49 -0.58 0.2167
C 2.28 0.26 -0.05 -0.1398
C 0.01 -1.58 0.37 -0.4423
C -1.89 0.85 0.36 -0.4306
N -0.01 -0.60 -0.69 -0.2826
N -1.36 0.12 -0.77 -0.5206
O 1.31 1.02 0.63 -0.5128
H -1.52 0.52 -1.68 0.3685
H 0.80 1.20 -1.41 0.1852
H 2.56 -0.67 0.43 0.1795
H 3.09 0.83 -0.49 0.1777
H 0.79 -2.32 0.15 0.2084
H 0.19 -1.16 1.37 0.1908
H -0.96 -2.07 0.37 0.2253
H -2.02 0.18 1.21 0.1917
H -1.25 1.69 0.68 0.1748
H -2.87 1.26 0.09 0.2100
```

Summary:
- frontier orbital gap (hartree) = 0.35591
- energy above the lowest of the compared OMol25 structures with the same formula, charge and spin (kcal/mol) = 99.3